The following is a quantum chemistry calculation of a cluster of 7 separate species, C36H53BBr12I2N5O7S2 in total, from the Open Molecules 2025 dataset.

```
118
Properties=species:S:1:pos:R:3:forces:R:3:mulliken_charge:R:1
N 5.429 -4.294 3.682 0.032 0.498 0.107 -0.622
C 5.276 -4.221 2.542 0.161 -1.216 -0.109 0.632
O 5.122 -4.389 1.263 -0.041 0.654 0.568 -0.568
C 4.415 -3.281 0.726 -0.497 1.448 -1.007 0.807
C 3.057 -3.123 0.892 -0.529 -1.714 1.225 -0.337
C 2.315 -4.184 1.698 0.048 -0.145 -0.315 -1.442
N 2.425 -5.486 0.997 0.096 0.337 0.115 -0.567
C 2.418 -2.022 0.367 -1.189 0.551 -0.368 1.906
C 3.109 -1.041 -0.329 0.774 -0.029 -0.122 -1.232
C 4.484 -1.223 -0.500 0.044 0.718 -0.354 0.064
C 5.301 -0.181 -1.246 -0.097 -0.196 -0.093 -1.173
C 5.842 -0.678 -2.607 0.772 0.693 -0.496 -0.678
C 5.022 -0.153 -3.796 -0.069 -0.737 0.450 -1.245
I 6.101 -0.365 -5.661 -0.177 0.066 0.349 -0.052
C 5.124 -2.325 0.028 1.413 -0.620 0.036 0.194
B 6.692 -2.575 -0.081 0.458 0.240 -0.004 0.968
N 7.351 -3.167 -1.259 0.030 -0.502 0.471 -0.655
O 7.497 -2.271 1.007 -0.334 0.606 -0.524 -0.681
N 2.557 0.145 -0.862 -0.421 -0.478 1.038 1.206
C 2.781 1.327 0.015 -1.121 0.013 -0.431 -0.836
C 1.686 1.448 1.096 1.160 0.393 1.099 -0.832
C 2.190 2.444 2.178 -0.215 -0.867 -0.976 -0.768
I 0.532 2.911 3.459 0.401 0.160 -0.048 -0.066
C 1.204 0.040 -1.295 -0.086 0.715 -0.724 -1.465
C 0.829 0.877 -2.347 0.805 0.489 -0.452 -0.206
N 1.807 1.739 -2.939 0.607 -0.158 0.150 -0.277
C -0.455 0.925 -2.835 -0.848 -0.210 -0.520 0.707
C -0.796 1.920 -3.946 -0.213 0.837 -0.164 -0.201
O -0.507 1.680 -5.126 0.336 -0.710 0.145 -0.721
O -1.326 2.975 -3.514 -0.056 0.161 0.534 -0.777
C -1.420 0.101 -2.276 0.566 0.563 -0.291 -0.632
C -1.059 -0.737 -1.243 -1.392 -1.530 0.114 0.865
C -2.157 -1.602 -0.628 0.473 1.017 0.946 -1.541
C -2.856 -0.715 0.462 0.041 -0.028 -0.337 -0.680
C -4.358 -0.543 0.240 -0.244 0.168 0.962 -0.089
S -5.250 -2.083 0.632 1.131 -1.059 -0.586 1.341
O -5.893 -2.604 -0.541 -0.694 0.589 0.127 -0.608
O -4.313 -2.976 1.245 -0.114 0.145 0.446 -0.672
O -6.320 -1.701 1.772 0.455 0.519 -0.838 -0.339
C 0.229 -0.780 -0.745 0.886 -0.141 0.320 0.218
S 0.653 -1.866 0.615 0.125 0.112 -0.242 -0.713
H 2.791 -4.243 2.686 -0.227 -0.113 -0.092 0.181
H 1.261 -3.927 1.835 0.265 0.236 0.089 0.622
H 1.569 -6.016 1.111 0.074 0.023 -0.075 0.285
H 2.541 -5.277 0.012 -0.162 -0.302 -0.012 0.257
H 6.145 0.140 -0.618 -0.102 -0.140 -0.043 0.522
H 4.694 0.710 -1.420 0.120 -0.146 -0.004 0.171
H 6.855 -0.267 -2.734 -0.146 -0.098 0.112 0.495
H 5.964 -1.763 -2.655 -0.256 0.122 0.027 0.440
H 4.132 -0.771 -3.916 -0.070 0.391 -0.139 0.449
H 4.762 0.897 -3.672 -0.024 -0.148 -0.203 0.498
H 7.987 -3.878 -0.891 0.002 0.041 -0.176 0.238
H 7.979 -2.500 -1.704 -0.195 0.038 -0.050 0.217
H 7.138 -1.494 1.462 -0.102 -0.521 0.438 0.341
H 2.715 2.201 -0.643 0.420 -0.206 0.275 0.021
H 3.765 1.262 0.490 -0.072 -0.034 -0.191 0.893
H 0.722 1.794 0.720 0.136 -0.263 -0.245 0.641
H 1.599 0.480 1.602 -0.442 0.077 -0.217 0.282
H 2.582 3.313 1.647 -0.198 0.293 0.638 0.384
H 2.958 1.942 2.778 -0.308 0.639 -0.033 0.182
H 1.676 1.819 -3.943 -0.328 0.009 0.088 0.465
H 1.737 2.663 -2.530 0.101 0.060 -0.148 -0.160
H -2.437 0.168 -2.651 0.044 -0.230 0.135 0.500
H -1.716 -2.450 -0.098 -0.257 -0.172 -0.417 0.624
H -2.866 -1.936 -1.389 0.118 -0.047 0.114 0.776
H -2.624 -1.084 1.465 -0.291 -0.037 -0.119 0.422
H -2.432 0.297 0.419 -0.099 -0.135 -0.066 0.485
H -4.753 0.200 0.947 0.116 -0.020 -0.196 -0.238
H -4.575 -0.200 -0.774 -0.222 -0.355 0.070 0.283
H -6.363 -0.721 1.782 -0.257 -0.437 0.177 0.115
Br 0.706 8.025 -1.623 0.089 0.042 -0.016 -0.211
C 0.515 6.363 -2.632 -0.135 0.112 0.055 -0.619
C 0.230 5.196 -1.735 0.040 -0.348 -0.202 0.102
Br 1.843 4.599 -0.793 -0.219 0.440 0.012 -0.062
H 1.426 6.242 -3.210 -0.004 -0.034 0.033 0.369
H -0.321 6.532 -3.306 -0.023 -0.089 0.028 0.416
H -0.099 4.333 -2.326 -0.088 0.046 -0.022 -0.302
H -0.513 5.412 -0.973 0.048 0.052 0.011 0.477
Br -8.616 0.087 -0.369 -0.082 0.124 -0.010 -0.128
C -9.690 -1.533 -0.311 0.235 -0.018 0.153 -0.605
C -9.348 -2.454 -1.450 -0.104 -0.163 -0.153 -0.403
Br -10.125 -1.833 -3.125 0.036 0.074 0.010 -0.124
H -10.731 -1.223 -0.307 0.013 -0.013 -0.078 0.430
H -9.449 -2.002 0.641 0.050 -0.042 -0.046 0.325
H -9.777 -3.441 -1.284 -0.016 0.029 0.050 0.378
H -8.277 -2.549 -1.610 -0.002 0.054 0.092 0.197
Br -3.336 1.607 3.813 -0.073 -0.062 -0.109 -0.123
C -4.492 2.819 2.825 0.211 -0.013 0.251 -0.635
C -5.893 2.824 3.379 0.007 0.049 -0.243 -0.555
Br -6.876 1.226 2.851 -0.245 0.338 0.264 -0.071
H -4.450 2.515 1.783 -0.060 0.051 -0.006 0.321
H -4.037 3.802 2.931 -0.059 0.016 -0.010 0.399
H -6.462 3.657 2.970 0.004 -0.037 -0.045 0.383
H -5.924 2.864 4.464 0.075 -0.054 -0.012 0.362
Br 5.449 1.619 5.774 -0.036 0.024 0.041 -0.135
C 4.442 -0.044 5.867 0.164 0.060 0.129 -0.648
C 4.796 -0.955 4.725 -0.249 -0.119 -0.062 -0.795
Br 3.966 -0.353 3.070 0.280 -0.335 0.043 0.123
H 3.390 0.226 5.887 0.006 -0.031 -0.073 0.381
H 4.716 -0.496 6.818 0.035 -0.026 -0.039 0.422
H 4.408 -1.957 4.897 0.032 0.005 -0.010 0.366
H 5.864 -1.013 4.540 -0.007 0.015 0.064 0.453
Br 7.214 3.537 2.673 -0.023 -0.045 0.055 -0.086
C 6.781 4.758 4.124 -0.037 0.025 -0.318 -0.407
C 8.009 5.446 4.654 0.016 -0.010 0.274 -0.561
Br 9.059 4.259 5.786 0.027 0.012 -0.068 -0.143
H 6.259 4.179 4.879 0.031 0.038 0.030 0.053
H 6.095 5.483 3.690 0.029 0.029 0.033 0.344
H 7.732 6.280 5.295 -0.046 -0.016 -0.022 0.365
H 8.670 5.798 3.868 -0.046 -0.039 -0.034 0.366
Br -13.695 -4.616 -4.191 -0.061 0.030 -0.048 -0.133
C -13.118 -4.293 -6.022 0.082 -0.181 0.170 -0.611
C -12.143 -3.149 -6.102 -0.063 0.181 -0.200 -0.386
Br -13.041 -1.430 -5.938 0.059 -0.042 0.074 -0.117
H -14.015 -4.126 -6.610 0.030 0.058 -0.001 0.384
H -12.644 -5.219 -6.340 0.039 0.039 -0.009 0.346
H -11.661 -3.127 -7.078 -0.028 -0.048 0.000 0.332
H -11.384 -3.184 -5.326 -0.048 -0.056 0.023 0.146
```
Positions in Å, forces in eV/Å.

Net charge: -1
LUMO energy (eV): 1.49
Energy (eV): -939037.4989
Highest occupied orbital energy (eV): -5.30